Record 1
Computed, not measured: C22H17BF2NO2Os as an isolated structure in a non-equilibrium geometry, with ωB97M-V/def2-TZVPD.

## Properties
Relative energy (zero: lowest compared OMol25 entry of this formula, charge and spin) (kcal per mole): 6.30
Molecular weight (g mol⁻¹): 566.4
Highest occupied orbital energy (spin up / spin down) (Ha): -0.4254 / -0.4542
<S²>: 6.055

Structure (ORCA input):
```
! RIJCOSX wB97M-V def2-TZVPD def2/J DEFGRID3
* xyz 1 5
Os 1.278 -0.180 0.813
F 2.351 -2.305 2.839
F 2.006 -3.234 0.864
O 2.605 0.968 1.184
O 3.802 0.486 0.633
N 2.651 2.539 -6.431
C -1.800 3.308 -1.796
C -1.140 -3.673 3.452
C -1.079 -0.947 4.108
C -1.499 0.360 1.346
C -0.678 -1.388 2.831
C -2.910 2.473 -1.410
C 1.974 1.277 -4.246
C 1.210 -0.299 -2.067
C -1.377 -3.260 4.739
C -0.380 -0.351 1.741
C 0.250 0.455 -2.793
C 2.932 0.441 -3.677
C -0.540 2.299 -0.005
C 0.748 -1.169 -0.975
C -2.800 1.586 -0.354
C -0.774 -2.711 2.514
C 0.599 1.275 -3.846
C -1.505 -1.892 5.032
C -0.653 3.203 -1.016
C 2.568 -0.246 -2.509
C -1.567 1.430 0.334
C 2.269 1.966 -5.445
B 2.041 -2.048 1.556
H -0.671 -3.057 1.483
H -0.754 0.515 -2.445
H -1.364 -3.919 5.592
H -2.495 0.054 1.707
H 3.385 -0.644 -1.852
H 0.139 3.962 -1.187
H -1.951 3.962 -2.636
H -1.079 0.154 4.276
H -3.874 2.566 -1.899
H -0.135 1.963 -4.319
H 4.004 0.477 -3.977
H 0.387 2.340 0.554
H -3.640 0.965 -0.145
H -1.991 -1.601 6.040
H -1.306 -4.708 3.154
H 1.146 -2.183 -0.861
H -0.378 -1.211 -0.903
*
```

=====

Record 2
Computed, not measured: one molecule with the formula C26H38N2O4, with ωB97M-V/def2-TZVPD.

## Properties
Relative energy (zero: lowest compared OMol25 entry of this formula, charge and spin) (kcal per mole): 58.84
Molecular weight (g mol⁻¹): 442.6
SMILES: COc1ccc(CCN2CCC[C@@H](CN(C)Cc3cc(OC)c(OC)c(OC)c3)C2)cc1
Highest occupied orbital energy (Ha): -0.2930

Structure (ORCA input):
```
! RIJCOSX wB97M-V def2-TZVPD def2/J DEFGRID3
* xyz 0 1
O 1.275 5.063 -1.885
O 3.072 3.974 -0.346
O 2.473 1.740 1.207
O 3.104 -3.392 -2.323
N -2.108 -2.966 1.258
N -2.630 1.236 0.601
C -3.167 -3.894 0.912
C 1.868 -3.846 1.044
C 0.861 -2.894 1.149
C 2.903 -2.579 -3.453
C -0.721 2.268 -0.555
C -2.949 2.401 1.399
C 0.591 -2.102 0.043
C 0.867 3.955 -1.204
C 0.219 1.712 0.297
C 3.599 4.362 0.906
C -0.395 3.386 -1.307
C -3.308 -1.106 0.241
C -3.884 -3.438 -0.356
C -3.767 0.339 0.450
C 2.324 -3.179 -1.224
C -1.279 -3.454 2.342
C -4.447 -2.032 -0.177
C 1.826 3.393 -0.346
C 2.591 -3.991 -0.122
C 1.493 2.256 0.405
C 1.310 -2.233 -1.134
C 0.076 -2.735 2.419
C 2.190 0.584 1.957
C -2.079 1.632 -0.686
C -2.670 -1.654 1.516
C 0.388 5.648 -2.803
H 3.068 -1.521 -3.223
H 1.898 -2.708 -3.868
H -4.681 -4.143 -0.595
H -1.789 -3.366 3.319
H -1.978 0.733 -1.302
H 1.941 -0.266 1.314
H 2.903 5.017 1.440
H -3.253 2.084 2.395
H -0.080 -1.677 2.630
H -0.516 6.023 -2.311
H -1.884 -0.971 1.833
H 3.837 3.500 1.533
H -2.761 2.321 -1.218
H -0.198 -1.369 0.092
H 3.376 -4.725 -0.204
H -3.431 -1.693 2.321
H -0.067 0.850 0.873
H -4.418 0.649 -0.387
H -1.088 -4.515 2.159
H -1.137 3.811 -1.964
H -2.547 -1.134 -0.544
H -5.220 -2.036 0.595
H 2.095 -4.480 1.889
H 0.634 -3.164 3.255
H 1.377 0.758 2.670
H 4.511 4.913 0.679
H 1.073 -1.587 -1.965
H -3.904 -3.990 1.734
H -2.058 3.022 1.486
H -4.364 0.385 1.364
H 0.930 6.485 -3.241
H 3.104 0.361 2.505
H -3.756 3.010 0.960
H -2.722 -4.878 0.742
H -4.902 -1.685 -1.108
H -3.166 -3.437 -1.178
H 0.105 4.947 -3.596
H 3.639 -2.907 -4.187
*
```

=====

Record 3
Computed, not measured: a 2-piece molecular cluster, C15H14ClN4O5 overall in a non-equilibrium geometry, with ωB97M-V/def2-TZVPD.

## Properties
Molecular weight (g mol⁻¹): 365.8
Highest occupied orbital energy (Ha): -0.1022

Structure (ORCA input):
```
! RIJCOSX wB97M-V def2-TZVPD def2/J DEFGRID3
* xyz -1 1
Cl 4.145 2.158 2.405
O -2.392 0.181 2.077
O -0.605 1.615 2.057
O 0.670 1.914 -3.680
O -0.714 -3.877 -1.588
O 1.100 -3.732 -3.025
N 0.078 -3.205 -2.311
N 1.257 -0.297 -3.733
N -0.613 0.418 -2.399
N 1.654 -2.701 -3.649
C -4.591 1.102 1.531
C 1.993 -1.758 2.053
C -0.021 -1.835 -2.452
C -0.826 -0.804 -2.001
C 3.313 0.670 2.205
C -0.169 -0.643 2.344
C 1.013 -1.557 -3.319
C 1.238 -0.582 2.281
C 4.021 -0.493 1.914
C -3.087 1.305 1.590
C 3.352 -1.699 1.845
C -0.174 2.846 -3.074
C -1.046 0.474 2.175
C 0.431 0.613 -3.252
C 1.945 0.633 2.365
H -1.654 -0.998 -1.337
H -0.055 2.780 -1.990
H 5.086 -0.443 1.767
H -5.038 1.171 2.523
H 0.121 3.839 -3.415
H -4.833 0.114 1.140
H 1.417 1.550 2.552
H -1.206 2.647 -3.372
H -2.665 1.509 0.597
H -0.634 -1.609 2.398
H 1.482 -2.705 2.028
H -5.080 1.842 0.895
H 3.897 -2.602 1.631
H -2.812 2.157 2.227
*
```

=====

Record 4
Computed, not measured: a 2-piece molecular cluster, H6N2 overall, with ωB97M-V/def2-TZVPD.

## Properties
Relative energy (zero: lowest compared OMol25 entry of this formula, charge and spin) (kcal per mole): 2.56
Molecular weight (g mol⁻¹): 34.1
SMILES: N.N
Highest occupied orbital energy (Ha): -0.3715

Structure (ORCA input):
```
! RIJCOSX wB97M-V def2-TZVPD def2/J DEFGRID3
* xyz 0 1
N -9.571 0.457 1.595
N -2.928 3.041 2.917
H -2.568 3.084 3.875
H -9.987 1.377 1.772
H -2.346 2.367 2.409
H -9.217 0.470 0.634
H -10.336 -0.226 1.622
H -3.870 2.640 2.970
*
```